Entry A
Computed, not measured: 2 unconnected molecules or ions with the total composition C3H10NOS, with ωB97M-V/def2-TZVPD.

Computed properties:
- HOMO energy (Ha) = -0.087
- total charge = -1
- LUMO energy (eV) = 3.54

The geometry in XYZ format:
```
16
C3H10NOS ωB97M-V/def2-TZVPD
C -1.71470 2.11756 -1.19397
N -0.90709 0.92397 -1.26486
C -0.87776 0.19816 0.01414
C 0.39126 -0.60467 0.24444
S 0.97386 -1.61100 -1.16792
H -2.76962 1.85209 -1.11368
H -1.60662 2.66431 -2.13004
H -1.43734 2.80132 -0.37334
H 0.05547 1.15482 -1.49197
H -1.00397 0.89742 0.86366
H -1.74481 -0.47410 0.01643
H 0.18856 -1.26137 1.08968
H 1.22927 0.03246 0.53264
H 1.07281 -0.05222 2.75088
H 1.87114 0.65572 3.79253
O 1.07976 0.10053 3.70861
```

=====

Entry B
Computed, not measured: 2 unconnected molecules or ions with the total composition C3H10NOS, with ωB97M-V/def2-TZVPD.

Computed properties:
- HOMO energy (Ha) = -0.117
- total charge = -1
- LUMO energy (eV) = 4.07

The geometry in XYZ format:
```
16
C3H10NOS ωB97M-V/def2-TZVPD
C -0.17627 -0.43301 1.30601
C -0.71828 -0.92227 -0.09351
C 0.16519 -0.23724 -1.17241
S 0.14496 1.60584 -1.25348
N -2.19341 -0.66127 -0.13181
H 0.92903 -0.47168 1.51362
H -0.32487 0.60708 1.59491
H -0.60072 -0.98394 2.18167
H -0.51921 -2.03940 -0.20152
H -0.22841 -0.69149 -2.14588
H 1.20007 -0.58715 -0.92057
H -2.41950 -1.25486 -0.93369
H -2.30190 0.44238 -0.51448
H 3.01468 1.92373 -0.09971
H 1.56857 1.84580 0.17460
O 2.46006 1.85749 0.69626
```

=====

Last place for stability: entry A

=====

Entry A
Computed, not measured: 2 unconnected molecules or ions with the total composition C3H10NOS, with ωB97M-V/def2-TZVPD.

Computed properties:
- HOMO energy (Ha) = -0.101
- total charge = -1
- LUMO energy (eV) = 4.12

The geometry in XYZ format:
```
16
C3H10NOS ωB97M-V/def2-TZVPD
C 0.86543 0.51128 -0.50781
C -0.01408 1.80698 -0.42189
S -0.65465 2.30320 1.18207
C -0.02891 -0.69060 -0.82669
N 0.65846 -2.00385 -0.69019
H 1.38218 0.41824 0.44324
H 1.53616 0.62670 -1.36477
H -0.80307 1.61667 -1.16681
H 0.58503 2.63331 -0.81701
H -0.38237 -0.52092 -1.84985
H -0.94024 -0.66542 -0.23665
H 0.28082 -2.40121 0.14897
H 1.60652 -1.75272 -0.43511
H -1.84164 -0.33866 1.66218
H -0.75663 -0.52469 2.61567
O -1.49302 -1.01829 2.26464
```

=====

Entry B
Computed, not measured: 2 unconnected molecules or ions with the total composition C3H10NOS, with ωB97M-V/def2-TZVPD.

Computed properties:
- HOMO energy (Ha) = -0.095
- total charge = -1
- LUMO energy (eV) = 3.06

The geometry in XYZ format:
```
16
C3H10NOS ωB97M-V/def2-TZVPD
C -1.07348 0.07618 0.24239
C -0.87068 -0.56180 -1.11070
S -1.68805 -2.22741 -1.29319
H -2.12323 0.30684 0.39580
H -0.52871 -0.38120 1.05913
H -0.56681 1.03931 0.10510
H 0.16843 -0.72703 -1.37803
H -1.33128 0.03608 -1.89367
H -2.93898 -1.75538 -1.22919
N 2.44195 0.87458 1.93102
C 1.67660 2.03403 1.39302
O 1.48111 1.97000 0.05837
H 2.84891 0.48675 1.08950
H 1.81119 0.13738 2.24474
H 2.27344 2.93973 1.60544
H 0.70133 2.03548 1.94011
```

=====

Last place for stability: entry B

=====

Entry A
Computed, not measured: 2 unconnected molecules or ions with the total composition C2H9NO2, with ωB97M-V/def2-TZVPD.

Computed properties:
- HOMO energy (Ha) = -0.356
- total charge = 0
- LUMO energy (eV) = 0.91
- SMILES = NCO.CO

The geometry in XYZ format:
```
14
C2H9NO2 ωB97M-V/def2-TZVPD
N -1.88335 0.72204 -0.51236
C -1.40684 -0.02640 -1.63218
O -0.44944 -1.07797 -1.40326
H -1.14752 1.23448 -0.00783
H -2.35725 0.24654 0.24862
H -2.26940 -0.56094 -2.00198
H -0.98539 0.72185 -2.33390
H -0.97444 -1.66785 -0.85066
C 2.08211 0.37342 1.60186
O 1.01663 -0.50719 1.17473
H 2.95674 -0.25940 1.66883
H 2.17315 1.25035 0.97227
H 1.88901 0.54322 2.65544
H 1.35601 -0.99215 0.42044
```

=====

Entry B
Computed, not measured: 3 unconnected molecules or ions with the total composition C2H9NO2, with ωB97M-V/def2-TZVPD.

Computed properties:
- HOMO energy (Ha) = -0.304
- total charge = 0
- LUMO energy (eV) = 0.73
- SMILES = C=CN.O.O

The geometry in XYZ format:
```
14
C2H9NO2 ωB97M-V/def2-TZVPD
C -1.82504 -0.49998 -0.49850
C -1.34681 0.66594 -1.11909
N -1.20915 2.00248 -0.64401
H -2.57883 -0.40405 0.35802
H -1.31488 -1.46811 -0.72585
H -1.01193 0.61274 -2.12300
H -1.72470 2.25609 0.22373
H -0.96219 2.80083 -1.27948
O 3.15216 -0.39135 1.17978
H 3.40907 0.40717 0.71975
H 2.28110 -0.66014 0.91099
O 0.52161 -1.55933 0.60135
H 0.04459 -0.75203 0.79876
H -0.03725 -2.20016 1.08170
```

=====

Entry C
Computed, not measured: 3 unconnected molecules or ions with the total composition C2H9NO2, with ωB97M-V/def2-TZVPD.

Computed properties:
- HOMO energy (Ha) = -0.305
- total charge = 0
- LUMO energy (eV) = 0.67
- SMILES = C=CN.O.O

The geometry in XYZ format:
```
14
C2H9NO2 ωB97M-V/def2-TZVPD
C -0.11826 1.89383 -1.12305
C -0.55357 1.64618 0.10711
N -1.60685 0.76962 0.38434
H -0.53417 1.47828 -2.03606
H 0.70681 2.56858 -1.26939
H -0.05401 2.01464 0.99434
H -1.99595 0.30322 -0.41339
H -2.19902 1.01777 1.15554
O 1.62952 -0.96862 1.72807
H 2.55709 -0.90080 1.44505
H 1.33446 -1.85655 1.50272
O 0.14186 -2.36133 -1.18871
H 1.07010 -2.40862 -1.44432
H 0.10412 -1.55974 -0.65004
```

=====

Last place for stability: entry B

=====

Entry A
Computed, not measured: C2H3BrINO2 in the gas phase, with ωB97M-V/def2-TZVPD.

Computed properties:
- HOMO energy (Ha) = -0.370
- total charge = 0
- LUMO energy (eV) = -0.23
- SMILES = O=[N+]([O-])[C@@H](Br)CI

The geometry in XYZ format:
```
10
C2H3BrINO2 ωB97M-V/def2-TZVPD
O -2.65436 0.77963 -1.05772
N -1.87653 0.50713 -0.20060
O -2.10185 -0.00846 0.83679
C -0.41100 0.89494 -0.41132
Br -0.30328 2.77406 0.09713
C 0.56765 -0.21977 0.25811
I 2.54434 0.34928 -0.07867
H -0.36804 0.72656 -1.53707
H 0.25366 -0.37674 1.35168
H 0.28253 -1.20371 -0.27270
```

=====

Entry B
Computed, not measured: C2H3BrINO2 in the gas phase, with ωB97M-V/def2-TZVPD.

Computed properties:
- HOMO energy (spin up / spin down) (Ha) = -0.309 / -0.315
- total charge = 0
- LUMO energy (spin up / spin down) (eV) = -2.46 / -1.44

The geometry in XYZ format:
```
10
C2H3BrINO2 ωB97M-V/def2-TZVPD
C -1.35332 -1.16452 0.67616
C 1.50408 0.39820 -0.77321
N 0.44115 1.01561 -0.33650
O -0.61048 1.04030 -1.14659
O 0.26424 1.45192 0.80490
Br 3.08354 0.46573 0.37325
I -2.48082 0.49421 0.36564
H -1.54797 -1.92253 -0.04496
H -1.02428 -1.53609 1.74094
H 1.72384 -0.24283 -1.65964
```

=====

Last place for stability: entry B